178
Properties=species:S:1:pos:R:3:forces:R:3:lowdin_charge:R:1 method="wB97M-V/def2-TZVPD" charge=0 homo_lumo_gap_ha=0.1806
C 1.128922 -3.171506 4.304074 0.45 -0.32 -0.63 -0.08
C 0.367492 -1.939126 3.801874 -1.03 -1.39 0.89 -0.24
C 1.137402 -0.752406 3.333344 -0.49 1.35 -0.06 -0.08
N 0.230002 0.343504 2.617484 -1.00 -2.14 -0.52 -0.19
C -0.883758 0.797294 3.628064 0.68 -0.11 0.09 -0.06
C -1.667878 2.067704 3.201034 1.61 -1.39 -0.01 -0.14
C -0.639238 3.166884 2.950344 -1.21 -0.04 -1.38 -0.16
C 0.413172 2.723244 1.911804 0.63 1.25 0.53 -0.17
C 1.132312 1.467174 2.274444 0.54 -0.08 0.74 -0.15
C -0.411438 -0.226306 1.300944 0.66 0.31 1.34 0.06
H 1.726022 -2.955636 5.190064 0.30 0.00 -0.22 0.08
H 1.694712 -3.648766 3.503944 0.62 0.28 0.07 0.06
H 0.449512 -3.977446 4.581484 -0.42 0.41 0.19 0.07
H -0.219598 -1.734916 4.697254 -0.43 0.71 -0.31 0.10
H -0.333828 -2.307026 3.052934 0.01 0.24 -0.13 0.09
H 1.998522 -0.982286 2.705864 -0.29 0.05 -0.47 0.13
H 1.518422 -0.174136 4.175084 0.16 -0.14 0.12 0.13
H -0.270768 0.938344 4.518254 -0.14 0.55 0.22 0.13
H -1.536858 -0.033106 3.896374 0.09 -0.24 -0.69 0.10
H -2.434858 2.270834 3.948414 0.16 0.13 0.01 0.12
H -2.164758 1.800504 2.268394 -0.27 0.26 -0.05 0.09
H -0.132758 3.530214 3.844534 -0.07 -0.25 0.16 0.12
H -1.172448 4.001084 2.494384 0.12 0.30 0.17 0.09
H 1.135062 3.526304 2.060354 0.53 -0.07 -0.45 0.11
H 0.198932 2.771094 0.844144 -0.90 -0.04 0.12 0.10
H 1.717122 1.660194 3.173794 0.02 -0.02 0.17 0.13
H 1.861172 1.133664 1.535774 -0.18 -0.08 -0.19 0.13
H -0.915188 0.624134 0.841514 -0.10 -0.32 -0.05 0.08
H -1.088158 -1.045826 1.542934 -0.19 0.43 0.16 0.06
H 0.373662 -0.641156 0.668794 0.21 0.24 0.05 0.09
C -6.245158 2.073884 -2.686106 1.38 -0.67 -0.37 -0.05
C -4.957868 1.134644 -3.030886 -0.73 0.47 1.79 -0.17
C -3.805618 1.989874 -3.569476 -0.63 0.61 1.22 -0.15
N -2.395298 1.491994 -3.595526 1.24 -1.60 -1.39 -0.21
C -1.545258 2.592444 -4.232176 -1.12 0.15 -0.56 -0.13
C -0.116898 2.277814 -4.305326 2.57 -1.23 0.11 -0.17
C 0.532482 2.067284 -2.908276 -1.02 0.97 -1.10 -0.16
C -0.260368 0.984644 -2.195996 0.87 -0.37 -1.10 -0.15
C -1.780548 1.125754 -2.205666 -0.38 0.37 0.09 -0.04
C -2.371198 0.237864 -4.515386 -0.20 0.21 1.04 0.05
H -6.778338 2.367154 -3.590436 -0.35 -0.38 0.19 0.07
H -6.018508 3.008904 -2.173786 0.93 0.14 -0.29 0.05
H -6.832188 1.619094 -1.888196 -0.42 -0.59 -0.70 0.07
H -5.169478 0.203424 -3.556386 -0.45 0.54 -0.90 0.10
H -4.741348 0.670804 -2.068556 0.64 0.42 0.40 0.09
H -3.702818 2.849104 -2.906706 -0.40 0.29 -0.07 0.11
H -4.089268 2.352244 -4.557566 0.47 -0.02 -0.15 0.14
H -1.721658 3.526824 -3.699336 -0.08 -0.13 0.28 0.11
H -1.900958 2.723304 -5.254166 -0.44 -0.02 0.08 0.14
H 0.420932 2.919404 -5.003326 -0.15 1.16 0.63 0.13
H 0.130022 1.400114 -4.902636 -0.70 -0.82 0.18 0.12
H 0.439442 3.020194 -2.387316 0.19 0.05 0.28 0.09
H 1.577642 1.769984 -2.994056 -0.04 0.09 0.10 0.13
H 0.210012 0.900534 -1.216326 -0.80 -0.22 0.32 0.11
H 0.021512 0.075014 -2.726286 -0.15 -0.42 0.21 0.11
H -2.082938 1.911034 -1.512836 -0.23 0.21 -0.18 0.13
H -2.242708 0.195244 -1.876036 -0.14 0.04 -0.11 0.13
H -2.758348 0.437394 -5.514586 0.14 0.57 0.14 0.11
H -3.068048 -0.460866 -4.052476 0.29 -0.13 0.06 0.09
H -1.375118 -0.200416 -4.577176 -0.16 0.15 0.18 0.10
C 2.848962 4.473284 -0.391876 0.55 -0.70 -0.57 0.03
C 2.789302 5.744604 -1.288746 -2.39 -0.01 -0.96 -0.44
C 1.740182 6.666044 -0.711746 -0.69 1.61 0.85 -0.13
C 2.171972 7.532924 0.455904 0.81 -0.05 0.69 -0.16
C 3.465002 8.268054 0.104454 -0.78 0.33 0.44 -0.15
C 4.626902 7.374304 -0.300596 0.73 1.26 -0.99 -0.38
N 4.113452 6.377194 -1.405746 5.57 -6.99 0.04 0.14
O 5.030792 5.545954 -1.988586 -5.16 5.89 3.00 0.18
C 5.182452 6.632374 0.975864 -0.11 -0.70 -0.96 0.03
C 5.660862 8.270864 -1.043046 0.58 -0.57 0.35 -0.02
C 2.290162 5.325194 -2.709046 0.48 -0.34 -0.14 0.00
H 3.436022 3.748584 -0.956026 0.30 -0.21 0.45 0.08
H 1.834852 4.078504 -0.330076 -0.10 0.27 -0.23 0.09
H 3.193102 4.562304 0.638534 0.26 0.29 -0.32 0.07
H 0.887072 6.101194 -0.335906 -0.05 -0.31 -0.65 0.13
H 1.381982 7.368204 -1.464576 -0.18 -0.21 -0.29 0.13
H 2.296982 6.968574 1.380014 0.42 -0.53 -0.06 0.11
H 1.404112 8.219994 0.811464 -0.16 0.25 -0.73 0.13
H 3.805332 8.832524 0.972584 0.18 -0.05 0.05 0.13
H 3.272772 9.037324 -0.643466 -0.05 -0.15 -0.34 0.13
H 5.424212 7.290224 1.810664 -0.25 0.68 -0.47 0.11
H 6.104452 6.083274 0.784804 -0.25 -0.26 -0.27 0.09
H 4.413772 5.962084 1.360504 0.26 -0.09 -0.08 0.06
H 5.834182 9.133764 -0.400046 0.02 0.05 -0.15 0.10
H 5.377482 8.596174 -2.044036 -0.67 0.13 0.22 0.09
H 6.620962 7.790684 -1.232076 -0.01 -0.30 0.44 0.09
H 2.956392 4.563814 -3.114686 0.16 0.25 -0.20 0.09
H 2.180032 6.185414 -3.369336 0.48 0.12 0.01 0.10
H 1.293552 4.885854 -2.752016 -0.02 0.12 0.90 0.06
C 1.223692 -8.476806 -1.749096 1.52 1.10 0.18 0.00
C -0.167808 -8.936936 -1.594016 -2.10 -1.49 -0.27 -0.47
C -0.327218 -10.410176 -1.251746 1.04 -1.72 1.98 -0.14
C 0.176882 -10.835066 0.158824 -0.60 1.93 0.65 -0.14
C -0.630168 -10.014076 1.254574 0.35 -0.94 -0.84 -0.11
C -0.763938 -8.463396 1.087204 -0.23 -0.16 0.75 -0.36
N -0.841348 -8.139416 -0.435866 -3.74 7.56 -1.74 0.19
O -1.517548 -6.967676 -0.797976 4.61 -8.16 2.64 0.16
C 0.498302 -7.772096 1.763644 0.81 -0.35 -1.69 0.01
C -1.995368 -7.910006 1.859864 -0.58 -0.03 0.24 -0.02
C -0.954218 -8.765406 -2.874216 -1.54 1.68 -0.44 -0.02
H 1.257332 -7.443216 -2.093556 -0.15 0.23 0.28 0.10
H 1.739442 -9.014776 -2.544516 -0.24 -0.44 0.14 0.12
H 1.796602 -8.557616 -0.825326 0.12 -0.02 -0.12 0.09
H 0.273882 -11.022436 -1.923986 -0.11 0.39 -0.54 0.13
H -1.349898 -10.778876 -1.331026 -0.16 0.42 -0.21 0.13
H 1.244582 -10.653316 0.281704 0.08 0.04 -0.16 0.10
H 0.012122 -11.894816 0.353484 -0.09 0.07 -0.16 0.11
H -0.202068 -10.199236 2.239744 0.09 0.19 -0.01 0.12
H -1.594548 -10.521346 1.282154 -0.39 0.52 -0.02 0.12
H 0.686432 -8.101826 2.785404 -1.04 0.25 0.17 0.10
H 0.543502 -6.693616 1.612154 -0.49 -0.01 0.35 0.08
H 1.427372 -8.126216 1.316944 -0.01 -0.15 -0.55 0.07
H -2.174798 -6.835656 1.818784 0.75 -0.07 -0.16 0.06
H -1.886208 -8.198166 2.905404 0.71 0.26 0.12 0.10
H -3.001808 -8.306436 1.725654 0.17 -0.61 -1.18 0.10
H -0.576798 -9.290326 -3.751776 0.66 0.14 0.37 0.11
H -1.101828 -7.703716 -3.072026 0.63 0.14 -0.48 0.07
H -1.998628 -9.074286 -2.830666 -0.01 -0.49 0.63 0.10
C -2.995998 6.563604 -3.965096 0.25 0.04 0.16 -0.73
F -4.064388 7.269424 -3.877336 -2.38 1.12 0.71 0.18
F -3.282808 5.523634 -4.737556 0.31 -1.23 0.18 0.14
F -2.139788 7.317974 -4.634816 1.36 -0.02 0.07 0.15
S -2.343478 6.239364 -2.214296 0.83 -0.81 -1.13 0.66
O -1.084118 5.527334 -2.474966 -1.56 0.10 0.11 -0.34
O -2.212168 7.550924 -1.655016 -0.19 -0.18 -0.21 -0.27
N -3.583358 5.327924 -1.500206 1.41 0.95 -4.86 -0.29
S -3.237838 5.394114 -0.038296 -0.62 2.74 6.98 0.55
O -1.850948 5.046364 0.253644 -0.43 -0.30 0.11 -0.35
O -3.721948 6.649104 0.659444 0.89 -3.80 -1.63 -0.32
C -4.260488 3.909844 0.657204 -0.63 3.78 0.81 -0.68
F -4.213358 3.986874 2.002354 0.48 -0.43 -0.46 0.12
F -5.552328 4.087744 0.340284 0.21 -0.53 -0.41 0.12
F -3.802098 2.791294 0.229334 0.40 -1.78 -0.50 0.17
C -2.136288 -3.533366 -1.424196 -0.08 0.35 -0.57 -0.61
F -2.886958 -4.569546 -1.200426 -0.17 -1.86 0.83 0.14
F -2.988928 -2.769966 -2.192346 1.84 0.46 0.38 0.09
F -1.853658 -2.934416 -0.263566 -0.01 0.11 -0.81 0.12
S -0.507608 -4.082896 -2.400336 -0.55 0.67 -0.60 0.68
O -0.978468 -5.126276 -3.285636 0.22 -0.06 1.09 -0.32
O -0.157678 -2.836126 -3.083176 0.04 -1.29 1.38 -0.33
N 0.572942 -4.752126 -1.220356 -2.48 0.09 -2.22 -0.31
S 1.818982 -3.805376 -1.206846 2.48 2.52 -1.25 0.55
O 2.578262 -3.691996 -2.469856 -0.86 -1.20 2.41 -0.31
O 1.461282 -2.522116 -0.649656 0.38 -0.09 0.82 -0.34
C 2.981552 -4.673226 0.116574 0.63 0.58 -1.03 -0.58
F 3.490832 -5.811596 -0.424156 -0.53 0.61 0.61 0.10
F 4.028272 -3.850126 0.394804 -1.26 -0.84 -0.41 0.11
F 2.367752 -4.955136 1.272254 0.04 -0.06 -0.51 0.11
C 4.992682 2.984294 3.877474 -0.93 0.05 -1.83 -0.59
F 5.958422 3.465484 4.651514 -0.60 -1.01 0.28 0.14
F 4.245112 1.953844 4.384574 1.42 1.15 0.05 0.09
F 4.117692 4.011664 3.691074 0.31 -0.50 -0.13 0.08
S 5.867842 2.426444 2.224144 0.08 0.73 0.00 0.67
O 6.601382 3.595474 1.768394 -1.05 -0.48 0.60 -0.31
O 6.641972 1.301034 2.687864 -0.74 0.61 0.20 -0.30
N 4.596132 2.072804 1.110704 1.31 1.43 3.48 -0.30
S 5.246752 1.037624 0.165214 -0.65 -1.82 -4.52 0.54
O 4.484392 1.050634 -1.117876 0.97 -0.20 2.54 -0.35
O 6.678352 1.124004 0.049304 -0.32 -0.14 -0.09 -0.31
C 4.899272 -0.697816 0.940814 0.93 1.76 -1.39 -0.62
F 3.715722 -1.071296 0.446974 0.34 -0.56 0.66 0.10
F 5.899512 -1.500536 0.521794 -1.15 0.04 0.63 0.13
F 4.864042 -0.636446 2.274784 -0.30 -0.64 -0.50 0.12
C -5.316878 -0.052056 2.868584 -0.73 -0.65 -0.78 -0.61
F -5.416078 -0.529276 4.117044 0.32 1.44 -0.90 0.13
F -6.553308 0.071774 2.348984 0.55 -0.05 0.41 0.13
F -4.727088 1.150674 2.745124 -0.11 -0.90 0.89 0.12
S -4.417728 -1.329766 1.793724 2.03 -1.05 -1.78 0.72
O -5.358348 -2.378676 1.435644 0.98 1.52 0.67 -0.29
O -3.800778 -0.597896 0.655674 -0.92 -0.83 2.49 -0.35
N -3.124048 -1.850066 2.830184 -1.51 3.50 -4.14 -0.31
S -3.505198 -2.841496 3.885934 -2.75 -4.61 4.59 0.56
O -2.748368 -2.635326 5.125354 -0.32 -0.19 -1.57 -0.32
O -4.967798 -3.125406 4.075034 3.49 0.35 -0.69 -0.34
C -2.746198 -4.536696 3.146294 -0.62 2.84 2.18 -0.72
F -1.444598 -4.498576 3.068184 2.47 0.72 -0.12 0.13
F -2.978148 -5.561696 3.935014 -1.29 -1.10 0.37 0.15
F -3.166098 -4.683576 1.937034 -1.45 -0.86 -1.84 0.16